1.
Molecular formula: C3H6FNO
Method: DFT, the ωB97M-V functional and the def2-TZVPD basis

The net charge is 0. The highest occupied orbital energy comes out at -9.8277 eV. The orbital gap is 10.98 eV.

CARTESIAN COORDINATES (ANGSTROEM)
H: 2.4825 -1.0715 -1.0251
N: 1.3431 -0.0715 0.3042
H: 3.1678 -0.7385 0.6448
H: -1.2624 -0.4514 1.3545
C: 2.4015 -0.6558 -0.0464
H: -0.4203 1.5796 0.3402
C: -1.6855 -0.0545 0.4075
H: -2.5213 0.6360 0.6816
H: -1.0640 1.1942 -1.3011
F: -2.1583 -1.1345 -0.3226
O: 0.4286 -0.0040 -0.6971
C: -0.7116 0.7720 -0.3407

2.
Molecular formula: C3H6FNO2
Method: DFT, the ωB97M-V functional and the def2-TZVPD basis

The net charge is 0. The highest occupied orbital energy comes out at -8.9925 eV. The orbital gap is 9.84 eV.

CARTESIAN COORDINATES (ANGSTROEM)
H: 1.7684 1.1960 0.1394
F: -2.3141 0.8878 0.0427
N: -1.6109 -1.3714 -0.1369
H: -1.4516 0.2972 -1.6083
H: -2.6229 -1.3140 0.2202
O: -0.4848 -1.3690 0.7203
C: -0.0738 0.0904 0.3895
H: -1.0289 0.9323 1.7618
C: 1.3765 0.1166 -0.1004
O: -0.0566 0.9001 1.4698
C: -1.3684 0.1672 -0.5010
H: 2.0459 -0.5725 0.5306
H: 1.3473 -0.1305 -1.1915

3.
Molecular formula: C3H6FNO2
Method: DFT, the ωB97M-V functional and the def2-TZVPD basis

The net charge is 0. The highest occupied orbital energy comes out at -10.7664 eV. The orbital gap is 11.37 eV.

CARTESIAN COORDINATES (ANGSTROEM)
O: 1.0285 0.7169 2.3691
N: -1.1735 0.9086 0.2756
H: 1.2099 -1.0634 -0.4407
H: -1.6735 1.4325 0.9532
H: 1.1220 0.1834 -1.4487
F: -0.5080 -1.0100 1.6209
O: 1.5938 2.2197 0.8376
C: 1.0226 1.2307 1.1847
C: -0.0096 0.3740 0.3522
H: -1.7400 0.4808 -0.4524
H: -0.3279 -0.8036 -1.3292
C: 0.5166 -0.3769 -0.8245
H: 0.3310 -0.0115 2.4416

4.
Molecular formula: C3H6FO2S
Method: DFT, the ωB97M-V functional and the def2-TZVPD basis

The net charge is -1. The highest occupied orbital energy (spin up / spin down) comes out at -1.8960 / -2.9658 eV. The orbital gap (spin up / spin down) is 5.84 / 6.91 eV.

CARTESIAN COORDINATES (ANGSTROEM)
C: -1.9063 -0.4168 0.1546
C: -0.4867 -0.0760 -0.3662
H: -0.3971 -0.0533 -1.5003
O: 2.4931 -1.2330 -1.0174
H: -1.7087 -0.3868 1.1603
O: 3.5415 -0.3562 0.9684
S: 2.9139 -0.0440 -0.2816
H: -2.5509 0.4622 -0.2260
H: 0.1604 1.0019 1.4291
F: -0.1483 2.2926 -0.0215
H: -2.2853 -1.2811 -0.3563
H: 0.1257 -0.8935 -0.2979
C: 0.2487 0.9840 0.3547

5.
Molecular formula: C3H6FeLiO5
Method: DFT, the ωB97M-V functional and the def2-TZVPD basis

The net charge is 0. The highest occupied orbital energy (spin up / spin down) comes out at -7.1513 / -9.1528 eV. Its spin multiplicity is 6. The orbital gap (spin up / spin down) is 6.42 / 8.36 eV.

CARTESIAN COORDINATES (ANGSTROEM)
C: 0.6013 -0.3269 -0.4227
O: -0.8367 2.1756 1.1303
H: 0.8583 0.6985 -0.7472
Li: -0.2377 1.6727 2.8770
C: -1.4674 1.0757 1.0385
Fe: 3.9208 -0.5629 -1.2100
H: -0.8993 -0.8459 1.1074
O: -0.7732 -0.4541 -0.1414
O: -2.7378 1.0481 0.5399
H: 1.1879 -0.5126 0.5009
O: 2.3932 -1.3325 -1.6658
H: -2.8897 1.8684 0.0571
H: 0.6465 -2.3225 -1.1968
O: -1.2867 0.1974 2.0523
C: 1.0275 -1.3227 -1.4920
H: 0.4930 -1.0564 -2.4273

6.
Molecular formula: C3H6FeO4
Method: DFT, the ωB97M-V functional and the def2-TZVPD basis

The net charge is +2. The highest occupied orbital energy (spin up / spin down) comes out at -19.3433 / -19.3269 eV. Its spin multiplicity is 5. The orbital gap (spin up / spin down) is 9.23 / 8.34 eV.

CARTESIAN COORDINATES (ANGSTROEM)
O: 1.2281 0.7144 -0.1258
C: 0.2007 -0.0092 0.2025
H: -4.0890 1.4808 2.1739
H: -2.6896 2.2022 1.9356
H: 0.8888 -1.3491 -2.3199
O: -0.5711 0.2834 1.1212
Fe: -2.3496 -0.2577 1.3183
H: 3.0211 -0.2518 -0.4519
H: 2.2994 0.5601 -1.8851
O: 0.1297 -1.1560 -0.4204
H: 1.7817 -2.2362 -1.0314
C: 2.0952 -0.0459 -0.9987
C: 1.2710 -1.3064 -1.2953
O: -3.2164 1.3715 1.7771

7.
Molecular formula: C3H6GaO3
Method: DFT, the ωB97M-V functional and the def2-TZVPD basis

The net charge is +2. The highest occupied orbital energy (spin up / spin down) comes out at -20.2566 / -22.1282 eV. Its spin multiplicity is 2. The orbital gap (spin up / spin down) is 6.33 / 9.38 eV.

CARTESIAN COORDINATES (ANGSTROEM)
O: 1.5345 1.7029 0.0324
C: 1.7415 0.4197 -0.0228
Ga: -0.2637 2.0997 -0.0809
H: -2.7328 0.3051 -0.0399
H: -1.9175 -1.2166 -0.5373
H: 1.9521 0.1677 -2.0180
H: 0.4827 -1.2629 -0.5199
C: 0.4893 -0.4419 0.2120
H: 0.5085 -0.8631 1.2281
O: -0.6927 0.3454 0.0499
O: 2.8202 -0.0989 0.3119
H: -2.0087 -0.7710 1.2044
C: -1.9134 -0.3861 0.1801

8.
Molecular formula: C3H6I2N2
Method: DFT, the ωB97M-V functional and the def2-TZVPD basis

The net charge is 0. The highest occupied orbital energy comes out at -8.4216 eV. The orbital gap is 6.92 eV.

CARTESIAN COORDINATES (ANGSTROEM)
H: -0.7043 2.6331 -1.1959
C: -0.1483 -1.1762 0.0843
H: -1.0589 -0.7844 -0.4749
H: -0.4303 0.4472 1.6118
N: 0.9269 -1.7153 -0.8684
H: 1.1953 -0.0039 1.3175
N: 0.2696 1.2760 -0.0369
H: 0.9403 -1.1626 -1.7136
H: -0.3698 -2.0631 0.6534
C: -0.6508 1.7654 -0.7034
I: 2.5196 2.3338 0.0197
C: 0.2560 0.0805 0.8017
I: 2.7412 -1.8711 -0.0010

9.
Molecular formula: C3H6IN
Method: DFT, the ωB97M-V functional and the def2-TZVPD basis

The net charge is 0. The highest occupied orbital energy comes out at -8.4476 eV. The orbital gap is 8.66 eV.

CARTESIAN COORDINATES (ANGSTROEM)
C: 0.4447 -0.9485 0.6772
C: 0.7459 -0.3090 -0.6848
H: -0.9693 1.8432 -0.6019
H: 1.7867 -0.1093 -0.9707
H: 0.0250 -0.6513 -1.4822
H: 1.3972 -1.2219 1.2883
C: 0.3941 0.5132 0.4621
I: -2.6697 -0.2050 -0.3775
H: -0.3706 -1.6746 0.7776
H: 0.7759 1.4272 0.8497
N: -1.5598 1.3361 0.0621

10.
Molecular formula: C3H6IN2S
Method: DFT, the ωB97M-V functional and the def2-TZVPD basis

The net charge is +1. The highest occupied orbital energy comes out at -12.0859 eV. The orbital gap is 6.26 eV.

CARTESIAN COORDINATES (ANGSTROEM)
N: -3.1217 -3.2218 -0.2040
H: -2.2572 -1.6138 -1.8305
H: 0.9919 0.3816 -0.9639
H: -3.0924 -4.1716 -0.4654
C: 1.3447 0.6512 0.1064
I: 0.0152 0.5243 2.9176
S: 0.1277 -0.5867 0.9249
C: 2.4672 1.3089 0.2418
H: 2.9321 1.7404 -0.6332
H: -1.1105 -0.7409 -0.8653
N: -2.0200 -1.2547 -0.9104
H: 2.9631 1.4580 1.1889
C: -2.4158 -2.2481 -0.2356

Number 1: E_tot -9460.9149 eV, largest force on an atom 1.817 eV Å⁻¹. Number 2: E_tot -11507.2538 eV, largest force on an atom 5.026 eV Å⁻¹. Number 3: E_tot -11510.1970 eV, largest force on an atom 3.251 eV Å⁻¹. Number 4: E_tot -20854.5760 eV, largest force on an atom 5.015 eV Å⁻¹. Number 5: E_tot -48034.9786 eV, largest force on an atom 3.648 eV Å⁻¹. Number 6: E_tot -45766.9248 eV, largest force on an atom 3.485 eV Å⁻¹. Number 7: E_tot -61700.3859 eV, largest force on an atom 3.063 eV Å⁻¹. Number 8: E_tot -22385.6882 eV, largest force on an atom 5.796 eV Å⁻¹. Number 9: E_tot -12794.1430 eV, largest force on an atom 5.218 eV Å⁻¹. Number 10: E_tot -25113.4261 eV, largest force on an atom 5.678 eV Å⁻¹.